# 1
A cluster of 2 separate species, C4H10O2 in total. Source: OMol25; level of theory: ωB97M-V with the def2-TZVPD basis set.

The energy above the lowest of the compared OMol25 structures with the same formula, charge and spin comes out at 1.264 eV. Its SMILES is C/C(O)=C/O.C. As for the net charge: 0.

Geometry (Å):
C 2.158 -0.441 -0.084
C 1.027 0.536 -0.083
O 0.836 1.304 1.067
C 0.193 0.779 -1.094
O -0.831 1.665 -1.016
H 3.131 0.062 -0.107
H 2.093 -1.109 -0.948
H 2.135 -1.065 0.818
H 0.597 0.711 1.793
H 0.255 0.277 -2.053
H -0.772 2.052 -0.126
C -2.167 -0.958 0.369
H -1.084 -0.993 0.507
H -2.591 -1.950 0.540
H -2.606 -0.242 1.068
H -2.374 -0.629 -0.651

Mulliken atomic charge list, values in e, 6 entries: -1.059 0.712 -0.576 -0.529 -0.515 0.306

# 2
An isolated molecule of C5H2 at a distorted geometry. Source: OMol25; level of theory: ωB97M-V with the def2-TZVPD basis set.

The energy above the lowest of the compared OMol25 structures with the same formula, charge and spin comes out at 1.843 eV. As for the net charge: 0.

Geometry (Å):
C 3.771 -0.746 0.022
C 2.673 -0.093 -0.030
C 0.052 -0.304 -0.040
C -0.983 -1.007 0.097
C 1.550 0.660 -0.046
H 1.307 1.749 0.101
H -1.551 -1.852 -0.117

Mulliken atomic charge list, values in e, 6 entries: -0.370 0.254 -0.195 -0.162 -0.190 0.309

# 3
A cluster of 8 separate species, C24H33N6O5P in total at a distorted geometry. Source: OMol25; level of theory: ωB97M-V with the def2-TZVPD basis set.

The energy above the lowest of the compared OMol25 structures with the same formula, charge and spin comes out at 1.323 eV. As for the net charge: -2.

Geometry (Å):
O -0.579 0.096 0.467
H -1.212 -0.728 0.265
H -0.448 0.467 -0.439
H 0.264 -0.326 0.567
P 1.362 -0.331 -2.033
O 0.367 -1.253 -2.620
O 1.454 -0.841 -0.437
O 0.462 0.794 -1.631
O 2.679 0.012 -2.561
N -0.002 2.441 -3.443
C -0.766 2.252 -4.698
C -0.952 3.506 -5.221
C -0.124 4.518 -4.366
C 0.474 3.775 -3.353
H 0.261 1.638 -2.809
H -0.822 1.307 -5.183
H -1.379 3.733 -6.277
H 0.145 5.615 -4.377
H 1.084 3.972 -2.318
N -2.791 -2.066 1.553
C -1.745 -2.684 2.240
C -1.653 -1.930 3.393
C -2.765 -0.903 3.349
C -3.390 -0.977 2.169
H -3.036 -2.447 0.754
H -1.222 -3.522 1.978
H -1.126 -2.064 4.475
H -2.966 -0.231 4.204
H -4.103 -0.555 1.484
N 1.385 -3.086 0.801
C 0.725 -4.198 0.295
C 0.736 -5.185 1.178
C 1.442 -4.568 2.361
C 1.698 -3.214 2.159
H 1.490 -2.081 0.226
H 0.478 -4.141 -0.650
H 0.264 -6.224 1.083
H 1.714 -5.144 3.467
H 2.224 -2.378 2.794
N 0.432 2.764 -0.130
C 1.467 3.041 0.724
C 1.183 4.074 1.493
C -0.199 4.589 0.945
C -0.594 3.616 0.000
H 0.747 2.052 -0.805
H 2.516 2.488 0.667
H 1.860 4.603 2.266
H -0.637 5.612 1.059
H -1.517 3.505 -0.453
N -1.945 -1.318 -1.683
C -2.820 -0.250 -1.657
C -4.011 -0.634 -1.258
C -3.875 -2.158 -1.150
C -2.674 -2.493 -1.560
H -0.822 -1.423 -1.919
H -2.485 0.608 -2.053
H -4.794 -0.021 -1.145
H -4.820 -2.765 -0.879
H -2.115 -3.388 -1.795
N 2.903 -0.061 1.293
C 4.311 0.035 1.202
C 4.658 0.575 2.390
C 3.451 1.104 3.132
C 2.440 0.552 2.388
H 2.443 -0.430 0.487
H 4.599 -0.388 0.262
H 5.834 0.690 2.791
H 3.496 1.768 3.911
H 1.346 0.605 2.632

Mulliken atomic charge list, values in e, 6 entries: -0.014 0.233 0.263 0.446 0.780 -0.883

# 4
A structure of composition C5H7NO at a distorted geometry. Source: OMol25; level of theory: ωB97M-V with the def2-TZVPD basis set.

The energy above the lowest of the compared OMol25 structures with the same formula, charge and spin comes out at 4.592 eV. As for the net charge: 0.

Geometry (Å):
O -1.877 0.167 0.970
C -0.449 0.124 1.044
C 0.072 -1.059 0.281
C 1.032 -0.590 -0.749
C -0.297 -0.063 -1.096
C 0.079 1.027 -0.063
N 1.541 0.708 -0.277
H -2.225 -0.503 1.571
H -0.146 0.324 2.076
H 0.138 -2.066 0.721
H 1.597 -1.328 -1.311
H -0.964 0.021 -1.957
H 1.661 1.149 -1.193
H -0.164 2.089 -0.018

Mulliken atomic charge list, values in e, 6 entries: -0.521 -0.126 -0.470 -0.231 -0.610 -0.107

# 5
A cluster of 2 separate species, C29H52NO8P2 in total at a distorted geometry. Source: OMol25; level of theory: ωB97M-V with the def2-TZVPD basis set.

The total energy is -2474.684647 Ha. As for the net charge: +1.

Geometry (Å):
C -1.920 -1.306 5.015
C -2.910 -0.597 3.869
P -2.525 -1.130 2.085
C -2.776 -3.061 2.118
C -3.816 -3.563 3.279
C -0.787 -0.655 1.477
C 0.111 0.626 2.070
C -0.455 1.618 3.245
O -1.591 2.424 2.693
C -0.983 3.709 2.235
C -0.692 4.993 3.266
O -0.657 3.745 0.916
N 1.522 0.963 1.548
C 2.198 0.197 0.436
P 3.984 0.808 -0.047
O 5.002 -0.613 0.258
O 4.042 1.273 -1.724
C 1.483 -1.064 -0.327
C 2.259 -1.809 -1.562
C 1.691 -1.433 -3.064
C 1.324 0.147 -3.285
C 0.299 0.329 -4.594
O -1.032 0.100 -4.421
O 0.870 0.778 -5.874
C -0.033 -1.490 0.239
C -0.726 -2.767 -0.560
C -0.027 -4.212 -0.173
C -1.078 -5.459 -0.014
C -0.139 -6.798 0.339
C 0.662 -6.606 1.795
O 2.104 -6.452 1.548
C 2.845 -6.069 2.759
C 3.289 -4.518 3.159
O 3.268 -7.023 3.635
H -2.578 -2.038 5.661
H -1.530 -0.421 5.679
H -1.027 -1.839 4.458
H -2.921 0.587 4.022
H -4.010 -0.937 4.184
H -1.722 -3.553 2.306
H -3.222 -3.451 1.082
H -3.351 -3.613 4.356
H -4.203 -4.638 2.949
H -4.764 -2.839 3.227
H -0.713 1.093 4.261
H 0.383 2.427 3.505
H 0.491 5.107 3.368
H -1.086 4.649 4.339
H -1.203 5.988 2.910
H 2.039 1.786 1.983
H 5.149 -0.706 1.245
H 4.536 0.521 -2.188
H 2.213 -3.000 -1.494
H 3.427 -1.564 -1.595
H 2.593 -1.670 -3.810
H 0.814 -2.158 -3.427
H 2.324 0.701 -3.615
H 0.775 0.667 -2.392
H 1.654 1.349 -5.617
H -0.459 -2.587 -1.710
H -1.900 -2.772 -0.513
H 0.667 -4.019 0.750
H 0.701 -4.510 -1.071
H -1.831 -5.370 0.877
H -1.614 -5.660 -1.055
H -0.774 -7.773 0.461
H 0.717 -6.872 -0.468
H 0.401 -7.452 2.569
H 0.295 -5.581 2.284
H 4.155 -4.102 2.483
H 3.711 -4.486 4.275
H 2.406 -3.751 3.109
C 0.009 3.693 -2.680
C 0.472 5.139 -2.784
C -0.596 6.147 -2.353
C -1.876 6.149 -3.198
C -1.672 6.404 -4.694
C -1.080 7.772 -4.995
H -0.838 3.491 -3.343
H 0.821 3.017 -2.965
H -0.289 3.452 -1.655
H 0.806 5.346 -3.805
H 1.350 5.269 -2.141
H -0.155 7.150 -2.359
H -0.873 5.949 -1.310
H -2.553 6.914 -2.797
H -2.397 5.193 -3.073
H -2.645 6.328 -5.195
H -1.040 5.625 -5.134
H -1.719 8.569 -4.602
H -0.991 7.913 -6.077
H -0.081 7.884 -4.562

Mulliken atomic charge list, values in e, 6 entries: -0.867 -0.415 -0.195 0.129 -1.064 0.343

# 6
A structure of composition C33H28Cl3F5GeNO3TeTi at a distorted geometry. Source: OMol25; level of theory: ωB97M-V with the def2-TZVPD basis set.

The total energy is -6628.583296 Ha. As for the net charge: -1.

Geometry (Å):
Ti -0.394 -0.378 0.157
O -0.715 0.621 -1.496
C 0.085 0.506 -2.555
C 1.154 -0.606 -2.217
C 2.085 -0.287 -1.065
C 3.380 0.175 -1.284
C 4.122 0.620 -0.197
C 3.525 0.647 1.059
C 2.220 0.174 1.203
C 1.505 0.394 2.531
C -0.003 -0.042 2.731
O -0.702 0.621 1.810
C -0.453 0.423 4.168
C -1.586 1.233 4.393
C -1.969 1.624 5.680
C -1.232 1.209 6.784
C -0.118 0.395 6.599
C 0.261 0.005 5.309
C -0.257 -1.575 2.619
C -1.533 -2.081 2.296
C -1.792 -3.454 2.245
C -0.782 -4.365 2.533
C 0.488 -3.899 2.862
C 0.744 -2.523 2.903
N 1.559 -0.378 0.170
C 0.835 1.841 -2.864
C 1.533 1.999 -4.079
C 2.250 3.166 -4.363
C 2.289 4.204 -3.435
C 1.618 4.071 -2.222
C 0.907 2.901 -1.940
C -0.827 0.128 -3.771
C -0.577 -0.975 -4.608
C -1.379 -1.239 -5.726
C -2.458 -0.412 -6.029
C -2.737 0.681 -5.215
C -1.927 0.949 -4.108
H 1.783 -0.805 -3.096
H 0.660 -1.562 -1.986
H 3.769 0.247 -2.291
H 5.119 1.017 -0.341
H 4.039 1.083 1.906
H 1.577 1.476 2.732
H 2.140 -0.074 3.294
H -2.176 1.560 3.537
H -2.847 2.251 5.800
H -1.530 1.512 7.781
H 0.458 0.053 7.451
H 1.118 -0.650 5.191
H -2.319 -1.372 2.040
H -2.781 -3.791 1.953
H -0.977 -5.429 2.476
H 1.291 -4.597 3.069
H 1.748 -2.195 3.143
H 1.514 1.195 -4.808
H 2.773 3.256 -5.308
H 2.842 5.111 -3.649
H 1.643 4.859 -1.478
H 0.408 2.788 -0.975
H 0.244 -1.648 -4.394
H -1.159 -2.100 -6.347
H -3.087 -0.626 -6.885
H -3.584 1.326 -5.419
H -2.149 1.796 -3.460
Cl 1.598 2.949 0.607
Ge -0.394 2.227 0.157
Cl -1.000 2.949 -1.792
Cl -1.779 2.949 1.656
F -2.706 -1.490 -1.335
Te -2.266 -3.102 -0.230
F -2.982 -2.209 1.421
F -1.582 -4.023 -1.874
F -4.109 -3.824 -0.605
F -1.859 -4.735 0.869
O -0.394 -2.368 0.157
H -2.154 -0.378 0.157

Mulliken atomic charge list, values in e, 6 entries: 0.178 -0.204 2.538 -2.025 -0.042 -0.832